(1)
Below is a molecular structure, C3H3EuO4 at a distorted geometry, with properties calculated with ωB97M-V with the def2-TZVPD basis set.

Positions of all 11 atoms, in Å:
C (-0.68686, -1.23458, 0.17138)
C (0.47277, -1.29164, 0.95767)
O (0.99302, -0.30613, 1.59756)
H (-1.54074, -2.45051, 0.17295)
H (0.91313, -2.29091, 1.12806)
H (-1.04854, -0.20387, -0.02014)
C (0.33279, 2.65368, -1.76458)
O (-0.11579, 2.86031, -2.80507)
O (0.78569, 2.42553, -0.71670)
Eu (0.78240, 2.01569, 2.07499)
O (-0.88787, -2.17756, -0.79612)

DFT total energy ... -1127.2529 Ha
Multiplicity ... 9
Orbital gap (spin up / spin down) ... 5.429 / 6.365 eV
E_HOMO (spin up / spin down) ... -5.5 / -6.7 eV

Here are the natural (NBO) charges for atoms 1 to 4, given in e: C -0.214; C 0.196; O -0.988; H 0.516



(2)
Below is C3H3F2I in the gas phase, with properties calculated with ωB97M-V with the def2-TZVPD basis set.

Positions of all 9 atoms, in Å:
C (-0.03989, 0.21408, 0.38056)
C (0.31026, -0.78544, -0.40799)
C (0.91499, -2.04433, 0.09701)
F (0.76330, -2.22397, 1.41515)
F (0.39530, -3.13175, -0.49479)
I (3.07885, -2.04683, -0.33147)
H (-0.47050, 1.11470, -0.01915)
H (0.08843, 0.16605, 1.44892)
H (0.19667, -0.76084, -1.48180)

DFT total energy ... -613.5101 Ha
Structure (SMILES) ... C=CC(F)(F)I
Orbital gap ... 9.713 eV
Energy relative to the best compared isomer or geometry (same formula, charge and spin) ... 0.0 kcal/mol
E_HOMO ... -9.8 eV

Here are the natural (NBO) charges for atoms 1 to 4, given in e: C -0.325; C -0.309; C 0.627; F -0.332



(3)
Below is C3H3F2I in the gas phase at a distorted geometry, with properties calculated with ωB97M-V with the def2-TZVPD basis set.

Positions of all 9 atoms, in Å:
C (0.09833, -0.56080, -0.11801)
C (-1.31557, -0.55248, 0.04340)
C (1.03458, 0.60711, -0.01595)
F (0.73963, -1.66441, -0.02701)
F (-2.00287, -1.76524, -0.06242)
I (-2.31716, 1.24223, -0.13114)
H (0.34395, 1.41416, 0.33498)
H (1.67828, 0.93940, -0.78871)
H (1.74083, 0.34004, 0.76486)

DFT total energy ... -613.4691 Ha
Structure (SMILES) ... C/C(F)=C(/F)I
Orbital gap ... 9.162 eV
Energy relative to the best compared isomer or geometry (same formula, charge and spin) ... 25.7 kcal/mol
E_HOMO ... -8.8 eV

Here are the natural (NBO) charges for atoms 1 to 4, given in e: C 0.363; C 0.078; C -0.693; F -0.298



(4)
Below is 2 unconnected molecules or ions with the total composition C3H3F2I, with properties calculated with ωB97M-V with the def2-TZVPD basis set.

Positions of all 9 atoms, in Å:
C (-1.06759, 0.21361, 0.39194)
C (-1.07863, -1.09471, 0.56890)
C (2.27038, 1.51893, -1.12847)
F (-0.64718, 1.02361, 1.36739)
F (-1.48201, -1.91110, -0.40850)
I (2.80957, -0.13138, -0.07181)
H (-1.37296, 0.73661, -0.50072)
H (-0.78726, -1.61470, 1.46778)
H (1.35567, 1.25914, -1.68652)

DFT total energy ... -613.3434 Ha
Orbital gap (spin up / spin down) ... 7.561 / 7.561 eV
Energy relative to the best compared isomer or geometry (same formula, charge and spin) ... 104.6 kcal/mol
E_HOMO (spin up / spin down) ... -8.9 / -8.9 eV

Here are the natural (NBO) charges for atoms 1 to 4, given in e: C 0.136; C 0.150; C -0.320; F -0.323



(5)
Below is a molecular structure, C3H3F2IO at a distorted geometry, with properties calculated with ωB97M-V with the def2-TZVPD basis set.

Positions of all 10 atoms, in Å:
C (-0.46330, 0.42167, 0.61689)
C (-1.21686, -0.55112, -0.17728)
C (1.29662, 0.43032, -0.10204)
O (-0.88799, 1.23381, 1.35623)
F (0.96983, 0.42873, -1.38312)
F (2.04036, 1.50402, 0.10385)
I (2.34508, -1.24938, 0.49446)
H (-0.50226, -1.05827, -0.78945)
H (-1.95365, 0.09259, -0.60985)
H (-1.62782, -1.25237, 0.49031)

DFT total energy ... -688.7217 Ha
Orbital gap ... 9.757 eV
Energy relative to the best compared isomer or geometry (same formula, charge and spin) ... 10.2 kcal/mol
E_HOMO ... -9.4 eV

Here are the natural (NBO) charges for atoms 1 to 4, given in e: C 0.618; C -0.747; C 0.440; O -0.486



(6)
Below is C3H3F2N in the gas phase at a distorted geometry, with properties calculated with ωB97M-V with the def2-TZVPD basis set.

Positions of all 9 atoms, in Å:
C (0.86836, -0.69154, 0.86933)
C (-0.46667, 0.31148, -0.40528)
C (-0.89677, -0.18396, 0.96337)
N (0.88647, -0.15395, -0.27884)
F (-1.26742, 0.73645, 1.88470)
F (-1.80479, -1.20644, 1.08406)
H (1.80464, -1.16958, 1.34510)
H (-1.00092, 0.00711, -1.38291)
H (-0.62525, 1.46237, -0.53496)

DFT total energy ... -370.3445 Ha
Multiplicity ... 3
Orbital gap (spin up / spin down) ... 7.008 / 7.851 eV
Energy relative to the best compared isomer or geometry (same formula, charge and spin) ... 49.0 kcal/mol
E_HOMO (spin up / spin down) ... -5.9 / -10.7 eV

Here are the natural (NBO) charges for atoms 1 to 4, given in e: C -0.262; C -0.351; C 0.768; N -0.229



(7)
Below is 2 unconnected molecules or ions with the total composition C3H3F2NO at a distorted geometry, with properties calculated with ωB97M-V with the def2-TZVPD basis set.

Positions of all 10 atoms, in Å:
C (1.38519, 0.92961, -0.02189)
C (1.13752, -0.43081, -0.11375)
C (-1.51518, 0.42210, 0.03017)
N (1.41972, 2.05252, -0.32429)
O (1.25394, -1.23718, 0.91625)
F (-2.08158, 0.07007, 1.22795)
F (-2.00361, -0.27651, -0.94877)
H (0.74486, -0.79083, -1.13212)
H (-1.31604, 1.43719, -0.24555)
H (0.97517, -2.17616, 0.61201)

DFT total energy ... -445.6838 Ha
Orbital gap (spin up / spin down) ... 8.423 / 8.385 eV
Energy relative to the best compared isomer or geometry (same formula, charge and spin) ... 90.2 kcal/mol
E_HOMO (spin up / spin down) ... -8.8 / -8.3 eV

Here are the natural (NBO) charges for atoms 1 to 4, given in e: C 0.149; C 0.036; C 0.547; N -0.302



(8)
Below is C3H3F2NO in the gas phase at a distorted geometry, with properties calculated with ωB97M-V with the def2-TZVPD basis set.

Positions of all 10 atoms, in Å:
C (-0.62909, -0.38156, 0.09358)
C (-0.36642, 0.80943, 0.99265)
C (0.75868, -0.52518, -0.51737)
N (1.21593, 0.77909, -0.49013)
O (0.56886, 1.45069, 0.34534)
F (1.62349, -1.27841, 0.26258)
F (-1.25570, 0.15050, -1.05064)
H (-1.34402, -1.29241, 0.32577)
H (-1.13197, 1.13309, 1.61331)
H (0.56025, -0.84525, -1.57508)

DFT total energy ... -445.6480 Ha
Orbital gap (spin up / spin down) ... 8.709 / 8.969 eV
Energy relative to the best compared isomer or geometry (same formula, charge and spin) ... 112.7 kcal/mol
E_HOMO (spin up / spin down) ... -9.2 / -9.5 eV

Here are the natural (NBO) charges for atoms 1 to 4, given in e: C 0.065; C 0.056; C 0.229; N -0.131



(9)
Below is 2 unconnected molecules or ions with the total composition C3H3F2NO2 at a distorted geometry, with properties calculated with ωB97M-V with the def2-TZVPD basis set.

Positions of all 11 atoms, in Å:
C (-0.01605, 0.82214, -0.96454)
C (0.63999, -1.75770, -0.33035)
C (0.57475, 1.14229, 0.21074)
N (-0.59671, 0.70484, -2.01550)
O (-0.04645, -1.86026, -1.26824)
O (-0.22661, 1.18173, 1.29961)
F (1.97576, -1.58018, -0.40700)
F (1.81404, 1.61701, 0.41084)
H (0.20130, -2.02119, 0.73576)
H (-0.79531, -0.22798, -2.41919)
H (-0.40646, 2.01107, 1.72871)

DFT total energy ... -520.9875 Ha
Structure (SMILES) ... N=C=C(O)F.O=CF
Orbital gap ... 9.202 eV
Energy relative to the best compared isomer or geometry (same formula, charge and spin) ... 63.3 kcal/mol
E_HOMO ... -8.6 eV

Here are the natural (NBO) charges for atoms 1 to 4, given in e: C 0.267; C 0.724; C 0.450; N -0.562



(10)
Below is C3H3F7Si in the gas phase, with properties calculated with ωB97M-V with the def2-TZVPD basis set.

Positions of all 14 atoms, in Å:
F (-1.37549, 1.83837, -1.79142)
C (-0.33804, 1.08564, -1.44618)
F (0.30473, 0.72223, -2.54728)
F (0.48276, 1.82888, -0.69422)
C (-0.83462, -0.15997, -0.65431)
F (-1.42676, -0.98025, -1.54217)
F (-1.77075, 0.25733, 0.24370)
C (0.26883, -0.91665, 0.13005)
F (1.35953, -1.02961, -0.70335)
F (-0.22168, -2.18898, 0.32995)
Si (0.77915, -0.22529, 1.86677)
H (-0.39954, -0.19612, 2.74359)
H (1.36907, 1.10937, 1.67515)
H (1.80280, -1.14495, 2.38973)

DFT total energy ... -1104.6608 Ha
Structure (SMILES) ... FC(F)(F)C(F)(F)C(F)(F)[SiH3]
Orbital gap ... 12.657 eV
E_HOMO ... -11.9 eV

Here are the natural (NBO) charges for atoms 1 to 4, given in e: F -0.298; C 0.924; F -0.294; F -0.313



(11)
Below is a molecular structure, C3H3FMgO3 at a distorted geometry, with properties calculated with ωB97M-V with the def2-TZVPD basis set.

Positions of all 11 atoms, in Å:
C (-0.46312, -1.57325, 0.05048)
C (-1.53440, -0.99932, -0.67223)
O (-1.87990, 0.96972, 0.25494)
C (-0.76564, 1.46850, 0.70957)
O (0.08788, 1.89613, -0.16778)
O (0.14162, -0.06642, 1.15768)
Mg (1.52740, 0.57248, -0.17341)
F (1.17074, -1.16448, -0.95636)
H (-0.52157, -2.56663, 0.50750)
H (-2.46187, -1.56853, -0.60584)
H (-1.19869, -0.46677, -1.56942)

DFT total energy ... -641.5784 Ha
Orbital gap (spin up / spin down) ... 5.983 / 5.985 eV
Energy relative to the best compared isomer or geometry (same formula, charge and spin) ... 138.5 kcal/mol
E_HOMO (spin up / spin down) ... -7.8 / -7.8 eV

Here are the natural (NBO) charges for atoms 1 to 4, given in e: C 0.305; C -0.519; O -0.542; C 0.895



(12)
Below is C3H3FN2O in the gas phase at a distorted geometry, with properties calculated with ωB97M-V with the def2-TZVPD basis set.

Positions of all 10 atoms, in Å:
C (-0.58630, 1.53461, 0.00510)
C (0.77509, -0.17318, 0.36858)
C (-1.27799, -0.50157, -0.20276)
N (0.60700, 1.06514, 0.24587)
N (1.63615, -1.08307, 0.11315)
O (-1.62574, 0.78934, -0.12976)
F (-2.32859, -1.18455, 0.16286)
H (-0.59969, 2.57420, -0.28846)
H (1.80067, -1.08587, -0.87949)
H (1.59939, -1.93505, 0.60491)

DFT total energy ... -400.5658 Ha
Orbital gap (spin up / spin down) ... 7.960 / 7.961 eV
Energy relative to the best compared isomer or geometry (same formula, charge and spin) ... 113.9 kcal/mol
E_HOMO (spin up / spin down) ... -7.4 / -7.4 eV

Here are the natural (NBO) charges for atoms 1 to 4, given in e: C 0.247; C 0.361; C 0.414; N -0.467